(1)
C37H32LuNP2Se as an isolated structure at a distorted geometry. Source: the OMol25 dataset; level of theory: ωB97M-V with the def2-TZVPD basis set.

Calculated values
DFT total energy   -157907.923 eV
F_max   2.8 eV/Å
Energy relative to the best compared isomer or geometry (same formula, charge and spin)   0.0 kcal/mol

```
! wB97M-V def2-TZVPD RIJCOSX def2/J DEFGRID3
* xyz 2 1
C 0.755 -1.045 -2.036
C -0.293 -1.450 -1.193
C -1.589 -1.618 -1.704
C -1.842 -1.318 -3.040
C -0.812 -0.883 -3.880
C 0.483 -0.741 -3.371
P 0.065 -1.745 0.572
C -1.279 -2.925 1.064
C -2.336 -2.476 1.877
C -3.334 -3.397 2.198
C -3.301 -4.713 1.717
C -2.233 -5.143 0.923
C -1.211 -4.242 0.610
Lu -0.885 -0.023 2.228
P 0.053 1.689 0.462
C -1.335 1.817 -0.732
C -1.157 2.195 -2.068
C -2.252 2.238 -2.941
C -3.527 1.884 -2.479
C -3.698 1.499 -1.151
C -2.623 1.485 -0.262
C -0.220 3.098 1.644
C 0.643 3.189 2.751
C 0.423 4.181 3.699
C -0.595 5.120 3.517
C -1.419 5.059 2.386
C -1.211 4.061 1.432
C 1.599 2.070 -0.371
C 2.678 1.180 -0.213
C 3.913 1.476 -0.787
C 4.094 2.667 -1.507
C 3.026 3.567 -1.647
C 1.779 3.270 -1.079
C 1.617 -2.665 0.614
C 2.056 -3.451 -0.457
C 3.275 -4.136 -0.369
C 4.048 -4.038 0.795
C 3.588 -3.268 1.874
C 2.370 -2.597 1.802
H 1.471 2.479 2.860
H 1.066 4.230 4.576
H -0.731 5.927 4.239
H -2.201 5.805 2.232
H -1.806 4.023 0.514
H -0.169 2.480 -2.423
H -2.109 2.571 -3.968
H -4.387 1.966 -3.156
H -4.695 1.262 -0.779
H -2.823 1.275 0.803
H 2.544 0.256 0.356
H 4.740 0.777 -0.678
H 5.060 2.888 -1.966
H 3.165 4.499 -2.202
H 0.955 3.977 -1.182
H 1.448 -3.537 -1.363
H 3.611 -4.756 -1.204
H 4.985 -4.590 0.872
H 4.179 -3.211 2.784
H 1.985 -2.034 2.658
H -2.498 -1.394 2.227
H -4.151 -3.073 2.833
H -4.109 -5.406 1.958
H -2.188 -6.170 0.556
H -0.344 -4.568 0.028
H -2.355 -2.073 -1.083
H -2.837 -1.500 -3.452
H -0.991 -0.763 -4.951
H 1.306 -0.490 -4.044
H 1.778 -1.065 -1.673
H -0.073 0.190 -6.583
H 0.669 0.159 -6.468
Se 0.142 -0.024 7.152
C 0.067 0.023 5.426
N -0.020 0.001 4.222
*
```



(2)
C37H32NP2Tl as an isolated structure at a distorted geometry. Source: the OMol25 dataset; level of theory: ωB97M-V with the def2-TZVPD basis set.

Calculated values
DFT total energy   -63631.930 eV
F_max   3.0 eV/Å
Energy relative to the best compared isomer or geometry (same formula, charge and spin)   53.2 kcal/mol

```
! wB97M-V def2-TZVPD RIJCOSX def2/J DEFGRID3
* xyz 2 1
C -2.144 -0.807 -0.404
C -1.307 -0.574 -1.515
C -0.807 -1.666 -2.250
C -1.293 -2.948 -1.996
C -2.274 -3.158 -1.018
C -2.708 -2.064 -0.248
P -0.927 1.128 -1.947
C -0.291 1.081 -3.622
C 1.092 1.007 -3.914
C 1.504 0.968 -5.250
C 0.539 0.953 -6.269
C -0.822 0.999 -5.962
C -1.254 1.081 -4.642
Tl 0.781 1.164 -0.084
P 1.441 -0.207 1.903
C 1.473 -1.772 0.976
C 0.691 -2.862 1.416
C 0.868 -4.113 0.840
C 1.723 -4.280 -0.253
C 2.375 -3.166 -0.813
C 2.224 -1.904 -0.228
C 3.042 0.302 2.539
C 3.218 1.651 2.941
C 4.405 2.029 3.583
C 5.498 1.146 3.588
C 5.365 -0.160 3.084
C 4.121 -0.600 2.611
C -0.004 0.046 2.987
C -1.038 1.003 2.768
C -2.080 1.123 3.702
C -2.097 0.304 4.850
C -1.053 -0.597 5.069
C -0.004 -0.722 4.164
C -2.343 2.185 -1.547
C -3.676 1.767 -1.665
C -4.711 2.660 -1.384
C -4.429 3.989 -1.040
C -3.096 4.425 -0.986
C -2.054 3.514 -1.131
H 2.422 2.391 2.748
H 4.473 3.014 4.058
H 6.463 1.489 3.987
H 6.228 -0.831 3.089
H 3.978 -1.645 2.338
H -0.037 -2.728 2.217
H 0.329 -4.982 1.225
H 1.877 -5.267 -0.699
H 3.037 -3.287 -1.680
H 2.748 -1.040 -0.686
H -1.049 1.647 1.859
H -2.889 1.851 3.533
H -2.913 0.410 5.574
H -1.064 -1.220 5.963
H 0.814 -1.421 4.336
H -3.913 0.749 -1.974
H -5.744 2.333 -1.438
H -5.241 4.692 -0.816
H -2.856 5.488 -0.815
H -0.999 3.782 -0.916
H 1.856 1.026 -3.118
H 2.578 0.952 -5.474
H 0.885 0.902 -7.309
H -1.550 0.977 -6.766
H -2.307 1.146 -4.392
H -0.091 -1.506 -3.056
H -0.910 -3.782 -2.585
H -2.655 -4.178 -0.821
H -3.490 -2.088 0.512
H -2.476 -0.026 0.296
H -1.875 -3.271 1.992
H -2.208 -2.626 2.226
N 3.756 2.447 -1.201
C 2.871 1.675 -1.061
*
```